1.
{"formula": "C2H2ErO2", "method": "ωB97M-V with the def2-TZVPD basis set", "species": ["O", "C", "C", "O", "H", "Er", "H"], "positions_angstrom": [[-0.0548, -0.4435, -1.5959], [-0.0531, 0.1558, -0.3262], [0.6957, -0.3359, 0.6710], [1.2766, -1.4131, 0.9351], [0.1617, 0.2713, -2.2124], [-1.9694, 1.4636, 0.6427], [-0.0567, 0.3017, 1.8857]], "s_squared": 6.02, "mol_weight_g_mol": 225.296, "lumo_energy_ev": [-0.3, -1.8], "relative_energy_ev": 0.117, "e_homo_ev": [-6.89, -6.71], "spin_multiplicity": 5, "orbital_gap_ev": [6.56, 4.92]}



2.
{"formula": "C12H26BF4FeN6O3", "method": "ωB97M-V with the def2-TZVPD basis set", "species": ["Fe", "N", "C", "C", "C", "C", "N", "C", "N", "N", "C", "O", "O", "H", "H", "H", "H", "H", "H", "H", "H", "H", "H", "H", "H", "H", "H", "C", "N", "C", "C", "C", "N", "C", "C", "O", "H", "H", "H", "H", "H", "H", "H", "H", "H", "H", "H", "H", "F", "B", "F", "F", "F"], "positions_angstrom": [[-0.3002, -0.2600, 0.3029], [1.9031, -0.5566, 1.5505], [2.8103, 0.1369, 0.6658], [4.2962, -0.0221, 0.9904], [5.2526, 0.6965, 0.0401], [5.1060, 2.2258, -0.0295], [3.9175, 2.6831, -0.7303], [3.6757, 2.5569, -2.0337], [4.6160, 2.1463, -2.8748], [2.4776, 2.9040, -2.4981], [2.4506, -0.3255, -0.8635], [3.2680, -0.0802, -1.7169], [1.3172, -0.8263, -0.9396], [1.7841, -0.0745, 2.4346], [2.2011, -1.5143, 1.7158], [2.5375, 1.1955, 0.6601], [4.5676, -1.0807, 1.0046], [4.4375, 0.3602, 2.0091], [5.1244, 0.2713, -0.9563], [6.2713, 0.4729, 0.3593], [5.9969, 2.6425, -0.5085], [5.0601, 2.6378, 0.9787], [3.2027, 3.1436, -0.1870], [5.5124, 1.8425, -2.5391], [4.3948, 1.9609, -3.8378], [1.7508, 3.2202, -1.8777], [2.2480, 2.8083, -3.4726], [-3.4177, -3.1727, -0.4663], [-4.1642, -2.0466, 0.0368], [-5.5983, -2.1854, 0.1718], [-6.2700, -0.8520, -0.1257], [-5.6898, 0.1962, 0.8111], [-4.2417, 0.1646, 0.7824], [-3.5435, 1.3768, 1.1381], [-3.5349, -0.9020, 0.3605], [-2.2742, -0.8284, 0.2839], [-3.7577, -3.4315, -1.4721], [-3.5651, -4.0442, 0.1735], [-2.3580, -2.9217, -0.5004], [-5.8433, -2.5133, 1.1898], [-5.9365, -2.9613, -0.5156], [-7.3461, -0.9359, 0.0163], [-6.0886, -0.5632, -1.1624], [-6.0372, 0.0256, 1.8378], [-6.0080, 1.1988, 0.5178], [-4.2098, 2.0163, 1.7113], [-3.2234, 1.9136, 0.2393], [-2.6579, 1.1517, 1.7367], [0.0255, 1.6587, 1.5030], [-0.0234, 2.6379, 0.4392], [-0.1636, 1.7335, -0.7183], [1.1816, 3.2380, 0.3191], [-1.0908, 3.4106, 0.5336]], "s_squared": 8.76, "mol_weight_g_mol": 445.028, "lumo_energy_ev": [-5.3, -10.5], "charge": 2, "e_homo_ev": [-14.07, -14.05], "spin_multiplicity": 6, "orbital_gap_ev": [8.80, 3.50]}



3.
{"formula": "C5H4O3", "method": "ωB97M-V with the def2-TZVPD basis set", "species": ["C", "C", "C", "C", "C", "H", "H", "H", "H", "O", "O", "O"], "positions_angstrom": [[-0.8628, 0.1714, 2.4526], [-0.4790, 0.3589, 0.0261], [-0.6936, -0.4768, -1.0567], [0.5066, -0.5065, -1.8158], [1.4052, 0.3487, -1.1325], [-1.3974, 0.4702, 3.4400], [-1.4987, -1.0719, -1.4838], [0.8406, -1.0720, -2.6812], [2.3431, 0.6203, -1.5043], [0.3548, -0.2368, 2.5987], [-1.2933, 0.5211, 1.2098], [0.7746, 0.8735, -0.0528]], "mol_weight_g_mol": 112.084, "lumo_energy_ev": 0.8, "relative_energy_ev": 2.740, "e_homo_ev": -8.88, "smiles": "O=COc1ccco1", "orbital_gap_ev": 9.63}



4.
{"formula": "C22H24N5O7Sm", "method": "ωB97M-V with the def2-TZVPD basis set", "species": ["Sm", "O", "C", "O", "C", "C", "C", "C", "C", "O", "C", "C", "O", "O", "H", "H", "H", "H", "H", "H", "H", "H", "O", "N", "O", "C", "C", "C", "C", "C", "C", "N", "C", "C", "N", "C", "C", "C", "C", "H", "H", "H", "H", "H", "H", "H", "N", "C", "C", "N", "H", "H", "H", "H", "H", "H", "H", "H", "H"], "positions_angstrom": [[0.0633, -0.5567, 0.1188], [-0.5470, -4.2338, 1.6582], [0.0420, -3.1858, 1.6822], [0.5525, -2.5765, 0.6220], [0.2711, -2.4196, 2.9764], [1.5921, -1.6181, 2.8565], [2.1234, -1.0076, 4.1578], [0.9906, -0.0728, 4.5237], [0.0741, -0.0502, 3.2853], [1.0242, -0.3652, 2.2239], [-0.7825, -1.3237, 3.3728], [-1.9605, -1.3138, 2.4863], [-1.8400, -0.6813, 1.3032], [-3.0244, -1.9100, 2.8101], [0.2721, -3.1017, 3.8793], [2.3631, -1.9643, 2.1860], [2.3598, -1.7006, 4.9862], [3.1396, -0.4839, 3.9343], [0.4773, -0.4882, 5.4398], [1.4182, 0.8880, 4.8492], [-0.3869, 0.8900, 3.0417], [-1.1095, -1.3238, 4.4085], [3.0010, 3.1786, -5.6341], [2.5063, 4.0118, -4.8394], [2.4254, 5.2219, -5.0391], [1.9567, 3.4898, -3.5907], [1.0481, 4.2959, -2.8880], [0.2036, 3.7632, -1.8909], [-0.7292, 4.5667, -1.2512], [-1.5274, 3.9863, -0.2703], [-1.3995, 2.6384, -0.0263], [-0.4336, 1.8476, -0.5157], [0.3333, 2.3946, -1.5072], [1.4302, 1.6859, -2.0845], [1.5525, 0.3626, -1.5853], [2.5075, -0.3568, -2.1446], [3.5598, 0.2117, -2.8564], [3.5298, 1.5296, -3.3229], [2.2696, 2.1690, -3.1160], [0.9723, 5.3085, -3.2271], [-0.8028, 5.6153, -1.4462], [-2.2673, 4.5985, 0.1750], [-2.0752, 2.0954, 0.6632], [2.5524, -1.4165, -1.9062], [4.4004, -0.3971, -3.1833], [4.2859, 1.9263, -4.0101], [-3.5168, -3.4357, 0.4871], [-3.5287, -2.4881, -0.7247], [-2.3651, -2.7013, -1.6892], [-1.5143, -1.5227, -1.7818], [-3.7043, -2.8591, 1.3468], [-2.5387, -3.7821, 0.5722], [-4.2083, -4.1529, 0.3400], [-3.4170, -1.4680, -0.3183], [-4.5676, -2.5235, -1.0905], [-2.6369, -3.1864, -2.6268], [-1.6061, -3.4790, -1.1746], [-2.0568, -0.7938, -2.2373], [-0.7515, -1.7349, -2.4077]], "s_squared": 8.76, "mol_weight_g_mol": 620.822, "lumo_energy_ev": [-6.8, -6.8], "relative_energy_ev": 0.000, "charge": 2, "e_homo_ev": [-15.12, -15.12], "spin_multiplicity": 6, "orbital_gap_ev": [8.28, 8.30]}



5.
{"formula": "BrFO2S", "method": "ωB97M-V with the def2-TZVPD basis set", "species": ["O", "O", "F", "S", "Br"], "positions_angstrom": [[0.7806, -0.7250, -0.9086], [0.2930, 1.3719, 0.4349], [-0.9913, -0.8998, 0.7701], [-0.1057, 0.1170, -0.1403], [-1.6866, 0.5524, -1.4230]], "mol_weight_g_mol": 162.967, "lumo_energy_ev": -0.3, "relative_energy_ev": 0.228, "e_homo_ev": -11.69, "smiles": "O=S(=O)(F)Br", "orbital_gap_ev": 11.36}



6.
{"formula": "C10H16N4", "method": "ωB97M-V with the def2-TZVPD basis set", "species": ["C", "C", "C", "C", "C", "C", "C", "C", "C", "C", "N", "N", "N", "N", "H", "H", "H", "H", "H", "H", "H", "H", "H", "H", "H", "H", "H", "H", "H", "H"], "positions_angstrom": [[-3.2485, 0.2721, 0.9917], [-2.1341, 1.6028, -0.5881], [-1.2185, -2.8420, 0.0085], [-4.0497, 0.2546, -1.3366], [2.0820, 2.1065, -0.3831], [1.3837, 0.7839, 1.6344], [3.2814, -0.0327, 0.1870], [-0.7417, -1.4597, -0.0895], [-2.8443, 0.3594, -0.3939], [1.9357, 0.7038, 0.2089], [-3.5328, 0.1637, 2.0930], [-1.5751, 2.5843, -0.7628], [0.2776, -0.8750, -0.2957], [1.0369, -0.0124, -0.6766], [-1.9668, -2.9247, 0.7966], [-1.6854, -3.1307, -0.9359], [-0.4035, -3.5377, 0.2160], [-4.7391, 1.0815, -1.1665], [-3.7143, 0.2887, -2.3712], [-4.5792, -0.6791, -1.1600], [2.7188, 2.7162, 0.2539], [2.5226, 2.0477, -1.3753], [1.1037, 2.5778, -0.4685], [2.0911, 1.2944, 2.2824], [1.2026, -0.2121, 2.0390], [0.4436, 1.3351, 1.6405], [3.6219, -0.1395, -0.8414], [4.0302, 0.5188, 0.7506], [3.1776, -1.0270, 0.6192], [-2.1070, -0.4721, -0.5478]], "mol_weight_g_mol": 192.266, "lumo_energy_ev": 0.4, "relative_energy_ev": 3.223, "e_homo_ev": -8.29, "orbital_gap_ev": 8.66}